1.
This record from the Open Molecules 2025 dataset describes a cluster of 8 separate species, C43H72F7N6O22P2S2 in total. The level of theory is ωB97M-V/def2-TZVPD.

The geometry in XYZ format:
```
154
Properties=species:S:1:pos:R:3:lowdin_charge:R:1
C 5.530 -6.086 -1.099 -0.154
C 4.794 -4.847 -1.617 -0.513
S 4.470 -3.705 -0.226 0.871
C 4.364 -2.114 -1.094 -0.419
C 5.418 -0.974 -0.720 -0.431
P 6.649 -1.601 0.535 0.763
N 6.167 -2.032 1.967 -0.264
C 4.568 0.172 -0.298 -0.188
C 3.861 0.233 1.009 -0.008
C 4.695 1.113 2.019 -0.619
N 4.694 0.404 3.281 0.088
N 4.103 2.431 2.288 0.102
N 6.042 1.273 1.487 0.108
N 4.483 1.078 -1.210 0.010
C 3.587 2.247 -1.184 -0.105
C 2.206 1.842 -1.746 -0.166
C 1.004 2.308 -0.916 -0.205
C -0.267 1.660 -1.448 -0.203
C -1.479 1.803 -0.525 -0.185
C -2.801 2.145 -1.253 -0.180
C -3.959 1.161 -1.001 -0.208
C -5.212 1.813 -0.440 -0.217
C -6.359 0.826 -0.257 -0.202
C -6.917 0.272 -1.580 -0.174
C -6.537 -1.200 -1.836 -0.168
C -7.589 -2.187 -1.370 -0.244
O -7.409 -2.439 0.012 -0.200
C -8.158 -3.555 0.436 -0.116
C 5.415 0.867 -2.315 -0.373
P 4.911 1.353 -4.031 0.395
S 5.427 3.175 -4.451 0.195
C 6.079 -0.496 -2.063 -0.334
N 7.526 -0.265 -1.961 0.044
H 4.828 -6.878 -0.859 0.074
H 6.233 -6.436 -1.851 0.074
H 6.098 -5.835 -0.205 0.060
H 5.404 -4.295 -2.331 0.063
H 3.854 -5.105 -2.098 0.071
H 3.359 -1.729 -0.915 0.076
H 4.422 -2.316 -2.159 0.073
H 7.652 -0.637 0.575 0.007
H 7.191 -2.679 -0.192 0.012
H 5.166 -1.985 2.079 -0.053
H 3.830 -0.781 1.392 0.106
H 2.840 0.599 0.921 0.122
H 5.428 -0.306 3.270 0.054
H 4.970 1.084 3.982 0.089
H 4.476 3.123 1.653 0.063
H 3.098 2.430 2.150 0.074
H 6.751 1.255 2.215 0.051
H 6.151 2.090 0.902 0.094
H 3.475 2.588 -0.164 0.091
H 4.042 3.025 -1.793 0.087
H 2.169 0.749 -1.772 0.112
H 2.083 2.185 -2.773 0.111
H 0.953 3.393 -0.981 0.105
H 1.192 2.043 0.130 0.107
H -0.473 2.080 -2.433 0.116
H -0.074 0.593 -1.580 0.102
H -1.302 2.571 0.231 0.104
H -1.637 0.874 0.020 0.105
H -3.130 3.140 -0.950 0.103
H -2.619 2.200 -2.326 0.100
H -4.222 0.718 -1.965 0.092
H -3.647 0.321 -0.379 0.114
H -4.980 2.252 0.537 0.113
H -5.554 2.633 -1.076 0.117
H -6.083 -0.007 0.390 0.111
H -7.163 1.351 0.263 0.087
H -8.008 0.308 -1.547 0.095
H -6.619 0.891 -2.427 0.109
H -6.302 -1.374 -2.885 0.096
H -5.639 -1.425 -1.256 0.112
H -7.520 -3.127 -1.932 0.118
H -8.599 -1.784 -1.517 0.120
H -9.218 -3.435 0.190 0.088
H -8.052 -3.659 1.511 0.080
H -7.776 -4.455 -0.057 0.086
H 6.205 1.609 -2.146 0.113
H 3.547 1.060 -4.158 -0.014
H 5.600 0.404 -4.800 -0.008
H 5.904 -1.216 -2.861 0.126
H 8.018 -1.146 -2.052 0.083
H 7.849 0.327 -2.717 0.088
C -3.199 -2.553 -5.518 -0.050
C -3.832 -1.194 -5.323 -0.298
O -3.506 -0.903 -3.970 0.115
C -2.360 -1.570 -3.668 -0.549
O -1.687 -1.356 -2.715 0.169
O -2.089 -2.496 -4.611 0.076
F -5.177 -1.224 -5.461 0.081
H -3.878 -3.350 -5.211 0.149
H -2.858 -2.732 -6.531 0.116
H -3.430 -0.408 -5.963 0.176
C -1.910 -6.750 -6.611 -0.036
C -0.458 -6.671 -6.187 -0.310
O 0.007 -5.541 -6.909 0.140
C -1.054 -4.726 -7.138 -0.553
O -0.974 -3.601 -7.500 0.175
O -2.212 -5.373 -6.878 0.063
F 0.250 -7.761 -6.558 0.084
H -2.017 -7.331 -7.527 0.148
H -2.571 -7.143 -5.844 0.142
H -0.305 -6.498 -5.121 0.173
C 9.949 2.491 5.792 -0.031
C 9.372 3.563 4.890 -0.306
O 8.966 2.809 3.753 0.134
C 8.716 1.541 4.163 -0.546
O 8.150 0.723 3.509 0.142
O 9.187 1.339 5.403 0.091
F 10.288 4.478 4.514 0.091
H 11.003 2.320 5.570 0.149
H 9.822 2.691 6.851 0.144
H 8.503 4.081 5.299 0.175
C -10.201 0.851 0.725 -0.054
C -11.178 1.314 1.780 -0.309
O -11.601 2.565 1.276 0.133
C -11.479 2.529 -0.085 -0.548
O -11.961 3.313 -0.825 0.191
O -10.734 1.461 -0.456 0.069
F -10.576 1.489 2.984 0.070
H -9.200 1.232 0.924 0.123
H -10.155 -0.229 0.615 0.140
H -12.047 0.668 1.914 0.175
C 2.227 5.867 1.397 -0.037
C 2.228 7.247 0.769 -0.302
O 2.958 7.030 -0.432 0.152
C 2.806 5.737 -0.792 -0.545
O 3.078 5.280 -1.850 0.178
O 2.292 5.017 0.240 0.025
F 2.876 8.152 1.528 0.093
H 3.117 5.718 2.010 0.141
H 1.337 5.651 1.981 0.144
H 1.241 7.635 0.516 0.178
C 2.280 -0.560 5.488 -0.061
C 2.976 -1.087 6.723 -0.317
O 2.086 -2.088 7.173 0.133
C 1.389 -2.551 6.094 -0.550
O 0.739 -3.535 6.080 0.193
O 1.563 -1.716 5.040 0.065
F 3.112 -0.137 7.683 0.071
H 1.570 0.227 5.752 0.144
H 2.961 -0.210 4.714 0.094
H 3.954 -1.536 6.538 0.173
C -6.788 0.172 5.721 -0.046
C -7.139 1.343 4.825 -0.312
O -7.373 0.711 3.582 0.117
C -7.776 -0.569 3.831 -0.547
O -8.275 -1.281 3.030 0.182
O -7.529 -0.895 5.120 0.079
F -6.111 2.218 4.696 0.072
H -5.721 -0.050 5.667 0.144
H -7.086 0.306 6.756 0.141
H -8.034 1.893 5.120 0.174
```

max |F|: 1.3 eV/A
charge: +1
HOMO energy: -0.3947 Eh

2.
This record from the Open Molecules 2025 dataset describes an isolated molecule of CH3OP. The level of theory is ωB97M-V/def2-TZVPD.

The geometry in XYZ format:
```
6
Properties=species:S:1:pos:R:3:lowdin_charge:R:1
C 0.535 -0.408 0.061 -0.319
O -0.193 0.653 -1.007 -0.478
P -1.133 -0.027 0.127 0.748
H 1.543 0.001 -0.070 0.089
H -0.993 1.177 1.141 -0.037
H 0.241 -1.396 -0.251 -0.003
```

max |F|: 5.7 eV/A
ΔE to the lowest compared entry with this formula, charge and spin: 66.2 kcal/mol
charge: 0
HOMO energy: -0.3545 Eh

3.
This record from the Open Molecules 2025 dataset describes a structure of composition C40H44As2ClN4O12PPb. The level of theory is ωB97M-V/def2-TZVPD.

The geometry in XYZ format:
```
105
Properties=species:S:1:pos:R:3:lowdin_charge:R:1
Pb -0.170 -0.468 -0.164 1.337
O 2.454 0.353 3.399 0.029
C 1.568 0.445 2.559 -0.724
O 1.656 0.140 1.308 -0.278
C 0.197 0.944 3.037 -0.230
P -0.842 1.503 1.656 0.991
C -0.401 3.248 1.417 -0.342
C -1.361 4.187 1.032 -0.110
C -1.019 5.527 0.913 -0.085
C 0.287 5.936 1.160 -0.080
C 1.253 5.001 1.508 -0.057
C 0.913 3.660 1.636 -0.064
C -2.533 1.546 2.323 -0.362
C -2.886 2.406 3.365 -0.084
C -4.182 2.407 3.857 -0.073
C -5.135 1.551 3.313 -0.079
C -4.791 0.690 2.282 -0.071
C -3.492 0.689 1.785 -0.096
H 0.328 1.724 3.785 0.102
H -0.322 0.100 3.497 0.100
H -2.390 3.880 0.872 0.096
H -1.775 6.254 0.641 0.102
H 0.553 6.981 1.068 0.104
H 2.279 5.300 1.682 0.110
H 1.687 2.953 1.909 0.098
H -2.146 3.076 3.789 0.115
H -4.450 3.075 4.666 0.106
H -6.147 1.555 3.699 0.105
H -5.527 0.012 1.869 0.107
H -3.215 0.001 0.991 0.075
Cl -4.291 -6.702 1.518 0.643
C -3.444 -5.179 1.502 -0.676
C -2.766 -4.748 2.660 -0.087
C -2.077 -3.570 2.664 0.001
C -1.979 -2.742 1.505 -0.365
O -1.239 -1.694 1.554 -0.249
C -2.741 -3.161 0.367 -0.135
C -2.942 -2.368 -0.814 -0.221
O -2.473 -1.260 -1.086 -0.161
C -3.446 -4.392 0.396 -0.079
H -2.800 -5.364 3.550 0.109
H -1.554 -3.236 3.552 0.119
H -3.630 -2.822 -1.550 0.128
H -4.001 -4.698 -0.486 0.112
C 0.684 -3.688 -2.781 -0.031
O 1.476 -2.543 -2.435 -0.146
C 2.417 -2.771 -1.496 -0.540
O 2.570 -3.853 -0.991 0.137
C 3.196 -1.534 -1.175 -0.338
C 4.169 -1.637 -0.271 -0.300
As 5.533 -0.278 0.079 1.338
C 5.533 -0.383 2.028 -0.258
C 4.477 1.346 -0.191 -0.295
C 3.551 1.502 -1.134 -0.296
As 2.636 0.087 -2.157 1.259
C 4.054 -0.109 -3.510 -0.271
C 3.137 2.882 -1.562 -0.523
O 3.851 3.849 -1.589 0.127
O 1.903 2.855 -2.096 -0.128
C 1.456 4.049 -2.747 -0.034
C 4.946 2.506 0.646 -0.537
O 4.242 3.238 1.283 0.124
O 6.287 2.553 0.673 -0.076
C 6.849 3.618 1.454 -0.027
C 4.627 -2.937 0.373 -0.582
O 5.638 -3.446 -0.027 0.112
O 4.024 -3.405 1.466 -0.011
C 2.832 -2.789 1.985 -0.018
H -0.005 -3.348 -3.549 0.096
H 0.139 -4.050 -1.910 0.094
H 1.315 -4.489 -3.157 0.099
H 5.752 -1.413 2.307 0.035
H 4.575 -0.072 2.444 0.016
H 6.334 0.253 2.396 0.025
H 5.010 -0.259 -3.018 0.018
H 4.093 0.787 -4.129 0.026
H 3.822 -0.967 -4.138 0.025
H 0.683 3.734 -3.443 0.067
H 2.273 4.527 -3.279 0.093
H 1.051 4.738 -2.013 0.089
H 7.900 3.379 1.567 0.093
H 6.362 3.682 2.421 0.093
H 6.730 4.561 0.925 0.099
H 2.242 -3.589 2.421 0.102
H 2.261 -2.293 1.210 0.057
H 3.099 -2.057 2.744 0.083
C -5.204 1.090 -3.352 -0.070
C -4.857 2.355 -4.136 -0.411
C -4.392 2.020 -5.552 -0.077
C -3.846 3.210 -3.367 -0.101
N -2.629 2.484 -2.990 -0.091
C -2.291 1.976 -1.813 -0.155
N -1.136 1.371 -1.931 -0.050
N -0.764 1.522 -3.229 0.011
N -1.656 2.189 -3.872 0.079
H -5.996 0.536 -3.857 0.082
H -5.552 1.323 -2.340 0.080
H -4.338 0.426 -3.268 0.078
H -5.751 2.979 -4.207 0.135
H -3.471 1.436 -5.541 0.067
H -4.205 2.926 -6.134 0.081
H -5.157 1.439 -6.069 0.080
H -4.290 3.550 -2.432 0.127
H -3.543 4.079 -3.947 0.129
H -2.891 2.040 -0.916 0.130
```

max |F|: 0.6 eV/A
ΔE to the lowest compared entry with this formula, charge and spin: 0.4 kcal/mol
charge: 0
HOMO energy: -0.2944 Eh

4.
This record from the Open Molecules 2025 dataset describes an isolated molecule of C4H3NO2. The level of theory is ωB97M-V/def2-TZVPD.

The geometry in XYZ format:
```
10
Properties=species:S:1:pos:R:3:lowdin_charge:R:1
C -0.562 0.101 -0.505 -0.252
C -1.154 0.689 0.705 0.027
C -1.199 -0.278 -1.599 -0.116
C 0.888 -0.236 -0.228 -0.204
N -0.098 0.738 1.577 -0.011
O -1.725 -0.529 -2.574 0.253
O 1.176 0.157 1.092 -0.145
H 1.184 -1.419 -0.170 0.157
H 1.758 0.246 -0.874 0.148
H -0.268 0.530 2.576 0.142
```

max |F|: 4.7 eV/A
ΔE to the lowest compared entry with this formula, charge and spin: 118.1 kcal/mol
charge: 0
HOMO energy: -0.3245 Eh

5.
This record from the Open Molecules 2025 dataset describes a structure of composition C23H43Cl2N4NiO7Si. The level of theory is ωB97M-V/def2-TZVPD.

The geometry in XYZ format:
```
81
Properties=species:S:1:pos:R:3:lowdin_charge:R:1
C -0.968 -4.292 -0.507 -0.060
C -0.021 -3.525 -1.369 -0.243
H -1.980 -4.310 -0.944 0.078
H -1.033 -3.833 0.486 0.063
H -0.638 -5.336 -0.392 0.082
C 0.257 -3.855 -2.637 -0.135
C -0.334 -5.029 -3.345 -0.122
H 0.964 -3.258 -3.218 0.100
H -1.334 -5.290 -2.964 0.062
H 0.306 -5.922 -3.257 0.070
H -0.423 -4.803 -4.418 0.061
Ni -0.707 0.345 0.841 0.245
Cl 0.694 -0.872 2.246 0.108
C 2.168 1.129 0.222 -0.340
O 0.998 1.327 -0.178 -0.067
N 3.241 1.688 -0.344 -0.167
C 3.057 2.666 -1.396 -0.041
C 4.601 1.322 0.019 -0.045
H 2.372 0.471 1.080 0.058
H 2.120 3.208 -1.225 0.092
H 3.019 2.173 -2.379 0.072
H 3.911 3.349 -1.372 0.085
H 4.571 0.789 0.977 0.098
H 5.208 2.232 0.102 0.080
H 5.036 0.662 -0.748 0.071
H 0.312 5.342 2.665 0.094
H 1.442 3.705 4.641 0.061
C -0.518 4.625 2.612 -0.025
C 0.347 3.557 4.686 -0.051
N -0.146 3.421 3.331 -0.167
H -0.737 4.360 1.575 0.093
C -0.253 2.234 2.762 -0.301
O -0.955 2.045 1.719 -0.116
H 0.113 2.640 5.246 0.093
H 0.301 1.416 3.233 0.074
H -1.400 5.080 3.082 0.087
H -0.135 4.422 5.157 0.089
H -2.705 -1.707 -2.103 0.078
H -0.704 -1.150 -4.141 0.084
C -3.119 -0.816 -2.604 -0.051
C -1.380 -0.291 -4.281 -0.061
N -2.050 0.066 -3.043 -0.177
H -3.783 -0.282 -1.916 0.083
C -1.546 1.006 -2.214 -0.313
O -1.946 1.223 -1.061 -0.065
H -0.801 0.568 -4.639 0.089
H -0.718 1.589 -2.669 0.143
H -3.670 -1.134 -3.498 0.080
H -2.135 -0.571 -5.026 0.082
O -0.588 -1.406 -0.899 -0.350
C 0.479 -2.213 -0.799 -0.497
C 1.703 -0.732 -2.498 -0.049
C 1.771 -1.662 -1.468 -0.170
H 0.732 -0.271 -2.723 0.084
C 2.849 -0.422 -3.236 -0.102
H 0.740 -2.386 0.262 0.055
C 2.999 -2.185 -1.076 -0.033
H 2.769 0.273 -4.072 0.095
C 4.068 -1.019 -2.902 -0.124
C 4.150 -1.883 -1.805 -0.105
H 3.020 -2.852 -0.207 0.122
H 4.957 -0.800 -3.494 0.091
H 5.101 -2.328 -1.518 0.094
Si -3.720 -0.543 2.416 0.288
Cl -2.289 -1.135 0.878 0.567
C -4.573 0.985 1.779 -0.198
C -2.724 -0.254 3.971 -0.200
C -4.920 -1.970 2.641 -0.216
H -3.915 1.555 1.112 0.025
H -4.876 1.637 2.611 0.033
H -5.480 0.709 1.222 0.030
H -5.583 -2.066 1.772 0.026
H -5.552 -1.820 3.529 0.031
H -4.383 -2.919 2.769 0.030
H -1.830 0.351 3.775 -0.002
H -2.385 -1.209 4.394 0.040
H -3.329 0.265 4.730 0.035
O 2.694 4.313 3.423 -0.095
N 2.978 3.475 2.507 -0.518
O 3.667 3.856 1.523 -0.041
O 2.568 2.274 2.591 -0.057
```

max |F|: 3.7 eV/A
ΔE to the lowest compared entry with this formula, charge and spin: 20.5 kcal/mol
charge: -1
HOMO energy (alpha / beta): -0.1729 / -0.1729 Eh
multiplicity: 3

6.
This record from the Open Molecules 2025 dataset describes a cluster of 2 separate species, C3H10N2O3 in total. The level of theory is ωB97M-V/def2-TZVPD.

The geometry in XYZ format:
```
18
Properties=species:S:1:pos:R:3:lowdin_charge:R:1
C -2.208 -1.181 -0.994 -0.154
N -2.058 0.110 -1.123 0.073
O 0.360 0.360 -1.202 -0.048
H 0.506 1.315 -1.227 0.086
H -1.788 0.539 -0.234 0.028
H -2.428 -1.683 -0.042 0.090
H -0.678 -1.502 -0.335 0.137
H -2.750 -1.665 -1.798 0.067
C 2.249 -0.004 0.340 0.008
N -0.078 0.597 1.103 -0.025
C 0.750 -0.174 0.148 -0.682
O 0.320 1.980 1.124 -0.060
O 0.348 -1.451 0.177 -0.005
H -0.470 2.460 0.833 0.095
H 0.109 0.232 2.034 0.128
H 2.766 -0.571 -0.431 0.091
H 2.532 1.046 0.310 0.082
H 2.520 -0.409 1.316 0.089
```

max |F|: 4.7 eV/A
ΔE to the lowest compared entry with this formula, charge and spin: 107.4 kcal/mol
charge: 0
HOMO energy: -0.3643 Eh